1.
48
Properties=species:S:1:pos:R:3 method="wB97M-V/def2-TZVPD" mol_weight_da=582.54 charge=+1 homo_ev="-10.81 / -12.93" spin_multiplicity=2 largest_force_ev_per_a=4.48 e_tot_ev=-81434.85791 e_lumo_ev="-4.18 / -4.60"
Y -1.65 2.97 -3.04
O -0.39 1.87 -1.61
H -0.02 1.56 -0.76
C -0.20 0.72 -5.52
O -0.56 1.48 -4.59
N 0.47 -0.43 -5.30
C 0.71 -1.37 -6.42
C 0.79 -1.00 -3.99
H -0.34 0.96 -6.59
H 0.26 -2.33 -6.16
H 1.78 -1.51 -6.57
H 0.29 -0.94 -7.33
H 1.80 -1.37 -3.86
H 0.73 -0.27 -3.18
H 0.22 -1.88 -3.71
C 0.62 -1.48 -0.09
C 1.20 -1.70 1.29
O 1.12 -3.12 1.63
C 2.07 -4.05 1.26
O 3.04 -3.78 0.55
C 1.78 -5.53 1.73
F 0.83 -5.65 2.61
F 1.56 -6.24 0.64
F 2.94 -5.97 2.24
H -0.35 -1.97 -0.08
H 1.24 -1.92 -0.88
H 0.46 -0.44 -0.35
H 0.67 -1.10 2.03
H 2.24 -1.39 1.39
C -2.35 1.28 1.35
C -2.88 1.53 2.71
O -1.91 1.72 3.71
C -2.29 2.19 4.98
O -3.46 2.26 5.29
C -1.19 2.58 6.02
F -0.07 2.68 5.37
F -1.47 3.75 6.51
F -1.14 1.65 6.99
H -3.11 0.98 0.63
H -1.50 0.59 1.27
H -2.00 2.20 0.90
H -3.43 0.64 3.02
H -3.62 2.33 2.73
C 1.31 3.86 0.48
Cl 2.78 4.68 -0.09
Cl 0.76 4.84 1.92
Cl 1.75 2.29 1.17
H 0.53 3.84 -0.28


2.
48
Properties=species:S:1:pos:R:3 method="wB97M-V/def2-TZVPD" mol_weight_da=475.51 charge=+1 homo_ev="-9.39 / -11.25" spin_multiplicity=5 largest_force_ev_per_a=2.41 e_tot_ev=-25886.39587 e_lumo_ev="-2.91 / -5.59"
C -0.38 0.69 -4.06
C 0.20 2.03 -3.94
C 0.43 -0.40 -4.59
C -1.84 0.59 -4.12
H 0.43 -0.40 -5.69
H 0.05 -1.38 -4.27
H 1.48 -0.33 -4.28
H 0.18 2.57 -4.91
H 1.24 2.00 -3.63
H -0.37 2.64 -3.23
H -2.22 0.86 -5.12
H -2.30 1.28 -3.40
H -2.18 -0.42 -3.91
C 1.95 -0.03 0.69
C 2.20 -0.74 -0.54
C 2.10 0.17 -1.62
H 2.52 -1.77 -0.62
C 1.71 1.44 -1.14
C 1.62 1.38 0.30
H 1.65 2.23 0.98
H 2.26 -0.31 1.69
H 2.40 -0.05 -2.64
H 1.63 2.36 -1.72
C -2.06 -0.74 0.19
C -1.03 -1.77 0.59
C -0.50 -2.30 -0.64
H -0.99 -2.21 1.58
C -1.17 -1.70 -1.72
C -2.08 -0.73 -1.25
H -2.79 -0.18 -1.85
H -2.84 -0.35 0.84
H 0.21 -3.12 -0.71
H -1.08 -2.02 -2.76
Pt -0.22 0.29 0.39
C -0.90 1.01 6.81
C -0.68 0.74 5.34
C 0.45 1.21 4.67
C 0.59 1.00 3.30
N -0.36 0.39 2.58
C -1.42 -0.15 3.21
C -1.62 0.02 4.58
H -0.10 0.59 7.44
H -0.91 2.10 7.01
H -1.85 0.59 7.16
H 1.23 1.75 5.19
H 1.48 1.35 2.79
H -2.13 -0.73 2.64
H -2.51 -0.40 5.03


3.
46
Properties=species:S:1:pos:R:3 method="wB97M-V/def2-TZVPD" mol_weight_da=675.97 homo_ev=-10.68 largest_force_ev_per_a=2.84 e_tot_ev=-163979.33791 e_lumo_ev=-2.43
Zn -1.65 -2.23 0.64
Zn -4.39 2.02 1.16
C 4.60 -0.89 -2.15
C 4.53 -0.17 -0.81
N 3.20 0.40 -0.56
C 2.10 -0.38 -0.25
C 1.06 0.48 -0.24
N 1.53 1.73 -0.52
C 2.84 1.65 -0.73
C 0.69 2.94 -0.46
H 4.17 -0.36 -2.99
H 4.24 -1.91 -2.02
H 5.67 -1.02 -2.34
H 5.25 0.65 -0.79
H 4.78 -0.88 -0.03
H 2.13 -1.45 -0.32
H 0.00 0.32 -0.18
H 3.51 2.46 -0.95
H 0.07 2.85 0.43
H 0.10 2.99 -1.37
H 1.34 3.81 -0.46
B -0.25 -2.45 -1.59
F 0.37 -1.85 -2.65
F 0.19 -1.85 -0.36
F -1.67 -2.07 -1.51
F -0.22 -3.82 -1.59
B 0.64 -3.47 2.17
F -0.80 -3.47 1.95
F 1.33 -3.84 1.03
F 0.97 -2.14 2.52
F 0.96 -4.31 3.23
B -4.63 -0.30 0.13
F -5.73 -0.80 -0.43
F -4.19 0.89 -0.53
F -4.81 0.14 1.52
F -3.51 -1.12 0.21
B -2.99 3.73 -0.13
F -2.15 4.79 -0.03
F -4.33 3.92 0.47
F -3.27 3.42 -1.44
F -2.48 2.59 0.51
B -1.85 -0.17 2.35
F -2.44 -1.46 2.53
F -0.91 0.08 3.28
F -1.21 -0.31 1.06
F -2.79 0.87 2.25